[1]
Molecular formula: C36H38F4N6
Method: DFT, the ωB97M-V functional and the def2-TZVPD basis

ORCA input file:
```
! RIJCOSX wB97M-V def2-TZVPD def2/J DEFGRID3
* xyz 0 1
F -1.9983 2.6309 4.8994
C -3.2089 2.8408 5.4300
C -4.1438 3.6377 4.7039
C -5.4195 3.6968 5.2748
C -5.6970 3.0344 6.4982
C -4.8422 2.1240 7.0387
C -3.5952 2.0550 6.5126
H -3.8407 4.1072 3.7798
H -6.1454 4.2909 4.7396
H -6.6156 3.1672 7.0504
H -5.1869 1.5328 7.8742
H -2.8820 1.4606 7.0644
F -6.3809 -0.7621 -4.8896
C -5.8406 -1.3216 -6.0043
C -6.2771 -1.0005 -7.3006
C -5.5904 -1.4318 -8.4107
C -4.4556 -2.2018 -8.1940
C -4.0674 -2.5401 -6.9120
C -4.7934 -2.1937 -5.7889
H -7.1425 -0.3608 -7.3923
H -5.9096 -1.0974 -9.3868
H -3.8659 -2.6039 -9.0045
H -3.1443 -3.0844 -6.7781
H -4.5182 -2.4713 -4.7821
F 7.3996 2.6966 4.3314
C 7.7340 1.8172 3.3912
C 8.6064 2.2265 2.3356
C 8.9332 1.2527 1.3320
C 8.4042 -0.0330 1.4474
C 7.6923 -0.4473 2.5397
C 7.2481 0.4983 3.4265
H 9.0941 3.1854 2.2407
H 9.5128 1.6759 0.5249
H 8.5472 -0.7793 0.6799
H 7.3841 -1.4731 2.6784
H 6.7453 0.1381 4.3118
F 5.4604 10.3560 0.7712
C 5.0503 9.0743 0.7921
C 4.8506 8.4575 1.9970
C 4.3341 7.1776 2.1058
C 3.9658 6.5069 0.9327
C 4.0380 7.0959 -0.3186
C 4.6777 8.3621 -0.3779
H 5.1585 8.9837 2.8885
H 4.3060 6.7140 3.0808
H 3.6204 5.5088 1.1585
H 3.7582 6.4720 -1.1546
H 4.8733 8.8336 -1.3297
C -5.0424 0.0904 0.8436
C -6.4570 0.6476 0.9307
N -7.5125 1.0522 1.0522
H -4.7926 -0.5221 1.7099
H -4.2923 0.8714 0.9675
H -4.9432 -0.5876 -0.0041
C 2.0312 -1.2444 0.0565
C 0.8814 -2.0094 -0.3379
N -0.1037 -2.6460 -0.6089
H 1.6005 -0.3575 0.5213
H 2.6300 -0.9650 -0.8104
H 2.6050 -1.8289 0.7757
C -3.5357 -7.7206 0.3220
C -2.9972 -9.1080 0.4471
N -2.5013 -10.1529 0.4882
H -3.5314 -7.4580 -0.7358
H -2.8986 -7.0560 0.9056
H -4.5449 -7.6153 0.7203
C 0.0485 -7.4607 -4.3416
C -0.9890 -7.7983 -5.3065
N -1.8043 -8.0904 -6.0646
H 0.1016 -6.3780 -4.2271
H 1.0286 -7.9009 -4.5251
H -0.1813 -7.7681 -3.3214
C 3.3251 -9.8250 0.8201
C 3.4007 -8.4554 1.1721
N 3.4472 -7.2971 1.4926
H 2.8300 -10.3367 1.6453
H 4.3156 -10.2574 0.6784
H 2.9013 -10.1422 -0.1327
C -1.9691 7.2348 -1.8848
C -1.5174 5.8057 -1.7164
N -1.1313 4.7246 -1.4629
H -1.6862 7.5500 -2.8891
H -1.4928 7.9112 -1.1750
H -3.0556 7.2846 -1.8122
*
```

Summary:
E_LUMO (eV): 0.2
SMILES: Fc1ccccc1.Fc1ccccc1.Fc1ccccc1.Fc1ccccc1.CC#N.CC#N.CC#N.CC#N.CC#N.CC#N
Orbital gap (eV): 9.278
Calculated total energy (Ha): -2122.41635
HOMO level (eV): -9.12

[2]
Molecular formula: C36H39ClF8N3O26S
Method: DFT, the ωB97M-V functional and the def2-TZVPD basis

ORCA input file:
```
! RIJCOSX wB97M-V def2-TZVPD def2/J DEFGRID3
* xyz 1 1
C 3.7012 -1.3663 -1.4880
S 2.0530 -0.6461 -1.9538
O 1.2056 -1.7577 -2.3922
O 1.5054 0.0354 -0.7801
C 2.4308 0.5057 -3.3277
C 3.7218 0.7028 -4.0042
N 3.4389 1.7156 -4.9241
C 4.6165 2.1616 -5.7432
C 5.6444 2.8358 -4.7368
C 4.9869 3.8660 -3.7488
Cl 4.6008 5.4679 -4.5381
C 2.1308 2.1725 -4.9225
N 1.5448 1.4129 -3.9305
C 0.1429 1.7423 -3.6809
C -0.1145 2.7115 -2.5712
C -1.5145 3.0938 -2.3503
C -2.5389 2.4753 -3.2721
N -2.3219 1.5741 -4.2683
C -1.0042 1.2471 -4.4413
H 4.5212 -0.7406 -1.9251
H 3.8536 -1.4124 -0.3823
H 3.7734 -2.3988 -1.9321
H 4.6894 0.2004 -3.8009
H 5.0986 1.2531 -6.1926
H 4.2576 2.8789 -6.5280
H 6.1613 2.0381 -4.1298
H 6.3759 3.4195 -5.3652
H 5.7288 4.0826 -2.9282
H 4.0542 3.5063 -3.2452
H 1.6919 2.9620 -5.5681
H 0.7469 3.0906 -1.9849
H -1.7942 3.8124 -1.5449
H -3.6038 2.7917 -3.1046
H -0.7749 0.5209 -5.2700
C -2.2138 -0.7249 -0.9611
C -3.4503 -1.5733 -0.9325
O -4.2526 -0.9352 0.0394
C -3.9022 0.3812 0.0003
O -4.5440 1.2582 0.4816
O -2.7273 0.5721 -0.6674
F -3.1640 -2.8218 -0.5078
H -1.4897 -1.0120 -0.1947
H -1.7195 -0.7387 -1.9325
H -3.9884 -1.6186 -1.8831
C -0.1251 0.0577 -8.7163
C 0.9957 -0.8315 -8.2624
O 2.1507 -0.1053 -8.6448
C 1.7931 1.2082 -8.6063
O 2.5615 2.1167 -8.6035
O 0.4420 1.3584 -8.5610
F 0.9846 -2.0082 -8.9244
H -0.3893 -0.1011 -9.7639
H -1.0215 -0.0557 -8.1075
H 1.0181 -1.0163 -7.1844
C 3.3527 -3.3913 2.1318
C 4.1470 -3.7095 3.3537
O 5.4186 -4.0682 2.8299
C 5.5443 -3.3691 1.6690
O 6.5701 -3.2049 1.0891
O 4.3432 -2.8664 1.2526
F 3.6293 -4.7816 4.0048
H 2.8994 -4.2774 1.6804
H 2.5712 -2.6571 2.3227
H 4.2575 -2.8734 4.0458
C 0.0654 -1.3853 5.3980
C 0.8577 -1.7050 6.6303
O 2.1279 -2.0604 6.1064
C 2.2566 -1.3599 4.9469
O 3.2920 -1.1976 4.3703
O 1.0698 -0.8615 4.5239
F 0.3441 -2.7723 7.2826
H -0.3834 -2.2652 4.9458
H -0.7120 -0.6529 5.5823
H 0.9691 -0.8692 7.3258
C -4.1717 0.2585 5.1414
C -5.1061 -0.6843 5.8282
O -4.4311 -1.9283 5.7394
C -3.1032 -1.6234 5.7134
O -2.2311 -2.4145 5.9101
O -2.8963 -0.3062 5.4427
F -6.2815 -0.7786 5.1574
H -4.3139 0.2760 4.0579
H -4.2517 1.2734 5.5218
H -5.2962 -0.4474 6.8694
C 0.1267 5.8837 -5.8371
C 0.1889 7.0415 -4.8859
O 0.4432 6.4143 -3.6386
C 1.1317 5.2821 -3.9253
O 1.7410 4.6458 -3.1206
O 1.0471 4.9635 -5.2478
F -0.9992 7.6791 -4.8168
H -0.8653 5.4282 -5.8801
H 0.4323 6.1547 -6.8467
H 0.9816 7.7617 -5.1019
C -3.1221 -5.6212 2.1524
C -1.9876 -6.4957 2.6004
O -0.8430 -5.7542 2.2037
C -1.2249 -4.4473 2.2439
O -0.4818 -3.5168 2.2366
O -2.5672 -4.3184 2.2991
F -1.9900 -7.6774 1.9399
H -3.3905 -5.7878 1.1065
H -4.0144 -5.7399 2.7657
H -1.9539 -6.6764 3.6775
C -5.7370 -0.2765 10.4402
C -4.5465 0.3881 11.0649
O -3.6512 0.5240 9.9748
C -4.4313 0.6336 8.8667
O -4.0433 1.0255 7.8087
O -5.7110 0.2479 9.1131
F -3.9768 -0.4068 11.9983
H -5.6396 -1.3638 10.4033
H -6.6689 -0.0248 10.9444
H -4.7522 1.3714 11.4949
*
```

Summary:
E_LUMO (eV): -3.0
Orbital gap (eV): 9.428
Calculated total energy (Ha): -5172.80177
HOMO level (eV): -12.44

[3]
Molecular formula: C36H39CsF2N8O16S2
Method: DFT, the ωB97M-V functional and the def2-TZVPD basis

ORCA input file:
```
! RIJCOSX wB97M-V def2-TZVPD def2/J DEFGRID3
* xyz 0 1
Cs 14.6206 14.3094 7.3474
N 16.0710 14.3753 10.5137
S 15.3396 13.4865 11.5829
O 13.9284 13.3498 11.3725
O 15.8654 13.6799 12.8332
F 15.9158 11.9947 11.0855
S 16.2674 15.8458 10.9297
O 15.2793 16.4059 11.8022
O 16.5229 16.5789 9.6735
F 17.6115 15.8733 11.7940
C 12.6066 16.0933 14.3111
C 13.7243 16.3758 15.1202
C 14.4700 15.2700 15.5835
C 14.1970 13.9839 15.2034
C 13.1422 13.7121 14.2888
C 12.3756 14.8078 13.9021
N 15.0307 12.8312 15.6414
O 15.8286 12.9260 16.5514
O 14.7263 11.7745 15.1360
H 12.0341 16.8877 13.8203
H 14.0543 17.3788 15.3425
H 15.2558 15.4380 16.2969
H 12.9165 12.7959 13.8419
H 11.5945 14.5829 13.2152
C 18.5175 14.3232 15.0519
C 19.3365 15.1742 14.3121
C 20.1002 14.6246 13.2809
C 20.0665 13.2746 12.9943
C 19.2399 12.4757 13.7729
C 18.5336 12.9725 14.8438
N 21.0014 12.6402 11.9404
O 21.0951 11.4626 11.8990
O 21.5745 13.4108 11.2353
H 17.8634 14.6526 15.8304
H 19.3651 16.2752 14.3977
H 20.8390 15.2287 12.7125
H 19.2798 11.3943 13.4975
H 17.7769 12.3132 15.2882
C 18.2819 6.0989 13.6119
C 17.3947 7.1187 14.0067
C 16.9797 7.9837 13.0464
C 17.2788 7.6978 11.7286
C 18.2495 6.7919 11.3364
C 18.7114 5.9421 12.3382
N 16.8253 8.6266 10.6671
O 15.7580 9.2301 10.7605
O 17.5467 8.7491 9.6673
H 18.6492 5.4319 14.4006
H 17.2250 7.1948 15.0184
H 16.3499 8.7860 13.2632
H 18.6349 6.7371 10.3488
H 19.5207 5.2200 12.2407
C 15.7300 21.5102 12.8689
C 16.2841 22.7701 12.7929
C 17.6115 22.8842 12.4418
C 18.3159 21.7041 12.1519
C 17.7240 20.4517 12.2280
C 16.4098 20.3256 12.6277
N 19.7507 21.7534 11.8211
O 20.2748 20.7335 11.4817
O 20.3140 22.7940 11.9419
H 14.7679 21.4140 13.2916
H 15.6865 23.6006 13.1391
H 18.0584 23.8918 12.4080
H 18.2367 19.5408 12.0045
H 15.9805 19.3492 12.7141
C 12.7279 15.8178 10.1776
C 13.0419 16.8728 9.3116
C 12.5812 16.9600 8.0545
C 11.7937 15.9254 7.5537
C 11.5204 14.8234 8.3580
C 11.9773 14.7998 9.6661
N 11.3033 15.9212 6.1570
O 10.5268 15.0180 5.8983
O 11.7452 16.7780 5.4021
H 13.1985 15.8191 11.1315
H 13.7815 17.6192 9.6805
H 12.8787 17.8630 7.4985
H 10.9204 14.0041 7.8928
H 11.7782 13.9460 10.2615
C 18.0383 10.6582 6.4739
C 17.9679 11.8416 7.4263
O 17.1281 12.7411 7.3227
N 18.8838 11.8426 8.4463
C 19.7691 10.7614 8.7983
H 17.3098 10.7990 5.6543
H 17.7042 9.7738 6.9550
H 19.0622 10.3657 6.0877
H 18.8007 12.5478 9.1777
H 19.5824 9.7912 8.3949
H 19.6829 10.6252 9.8995
H 20.8291 11.0215 8.6224
C 12.0375 10.3598 6.2810
C 12.3145 11.0688 7.5732
O 12.7501 12.2018 7.6249
N 12.0946 10.4332 8.7774
C 12.3816 11.1184 10.0367
H 13.0187 10.3590 5.8044
H 11.2891 10.9281 5.7928
H 11.6950 9.3293 6.4565
H 11.7458 9.5137 8.7254
H 12.6482 10.3782 10.7882
H 11.5483 11.7805 10.4230
H 13.2089 11.7353 9.8205
*
```

Summary:
E_LUMO (eV): -0.8
Orbital gap (eV): 8.784
Calculated total energy (Ha): -4052.93088
HOMO level (eV): -9.54